{"formula": "C52H104O13", "method": "ωB97M-V/def2-TZVPD", "multiplicity": 1, "symbols": ["C", "C", "C", "O", "C", "H", "H", "H", "H", "H", "H", "H", "H", "C", "C", "C", "O", "C", "H", "H", "H", "H", "H", "H", "H", "H", "C", "C", "C", "O", "C", "H", "H", "H", "H", "H", "H", "H", "H", "C", "C", "C", "O", "C", "H", "H", "H", "H", "H", "H", "H", "H", "C", "C", "C", "O", "C", "H", "H", "H", "H", "H", "H", "H", "H", "C", "C", "C", "O", "C", "H", "H", "H", "H", "H", "H", "H", "H", "C", "C", "C", "O", "C", "H", "H", "H", "H", "H", "H", "H", "H", "C", "C", "C", "O", "C", "H", "H", "H", "H", "H", "H", "H", "H", "C", "C", "C", "O", "C", "H", "H", "H", "H", "H", "H", "H", "H", "C", "C", "C", "O", "C", "H", "H", "H", "H", "H", "H", "H", "H", "C", "C", "C", "O", "C", "H", "H", "H", "H", "H", "H", "H", "H", "C", "C", "C", "O", "C", "H", "H", "H", "H", "H", "H", "H", "H", "C", "C", "C", "O", "C", "H", "H", "H", "H", "H", "H", "H", "H"], "positions_angstrom": [[2.891, 2.712, 2.829], [1.803, 1.668, 2.944], [2.242, 0.923, 4.184], [3.672, 0.928, 4.119], [4.129, 1.869, 3.162], [2.750, 3.474, 3.601], [2.920, 3.197, 1.854], [1.837, 0.948, 2.120], [0.815, 2.124, 2.972], [1.879, -0.107, 4.233], [1.909, 1.397, 5.116], [4.525, 1.482, 2.216], [4.894, 2.524, 3.584], [-1.400, 0.406, 3.596], [-1.440, -0.097, 5.044], [-2.792, 0.447, 5.530], [-3.570, 0.784, 4.376], [-2.857, 0.459, 3.182], [-0.708, -0.055, 2.893], [-1.055, 1.427, 3.806], [-0.618, 0.305, 5.638], [-1.343, -1.182, 5.135], [-2.626, 1.387, 6.063], [-3.345, -0.249, 6.159], [-3.064, 1.180, 2.392], [-3.210, -0.547, 2.907], [-5.204, 2.262, -1.810], [-6.281, 1.849, -0.823], [-5.504, 1.686, 0.475], [-4.507, 2.716, 0.418], [-4.073, 2.853, -0.945], [-5.549, 2.903, -2.623], [-4.787, 1.416, -2.371], [-6.774, 0.911, -1.086], [-7.088, 2.575, -0.716], [-5.009, 0.707, 0.491], [-6.056, 1.891, 1.388], [-3.141, 2.287, -0.976], [-3.937, 3.913, -1.150], [1.114, -4.268, 3.811], [0.344, -3.019, 3.456], [-1.002, -3.692, 3.095], [-0.639, -4.844, 2.347], [0.638, -5.301, 2.785], [0.918, -4.639, 4.825], [2.209, -4.242, 3.854], [0.666, -2.590, 2.502], [0.253, -2.303, 4.265], [-1.631, -3.028, 2.501], [-1.534, -4.003, 4.004], [1.324, -5.346, 1.933], [0.586, -6.296, 3.234], [-3.072, 7.116, 1.452], [-1.816, 6.250, 1.582], [-1.825, 5.582, 0.212], [-2.105, 6.640, -0.680], [-3.089, 7.458, -0.064], [-3.058, 8.020, 2.056], [-3.955, 6.513, 1.658], [-1.942, 5.543, 2.400], [-0.905, 6.844, 1.654], [-2.606, 4.810, 0.199], [-0.902, 5.046, -0.017], [-4.075, 7.256, -0.493], [-2.821, 8.499, -0.245], [1.988, 5.826, -0.240], [2.922, 5.999, 0.964], [4.095, 5.129, 0.556], [3.519, 4.014, -0.111], [2.249, 4.382, -0.651], [2.255, 6.536, -1.029], [0.943, 6.025, -0.008], [2.437, 5.463, 1.789], [3.145, 7.026, 1.233], [4.699, 4.739, 1.378], [4.804, 5.668, -0.090], [1.493, 3.726, -0.199], [2.250, 4.199, -1.727], [-0.311, -6.123, -2.228], [-0.104, -5.517, -0.826], [-0.250, -4.030, -1.072], [0.242, -3.826, -2.397], [-0.282, -4.894, -3.165], [-1.216, -6.717, -2.336], [0.524, -6.778, -2.490], [0.915, -5.723, -0.505], [-0.821, -5.891, -0.100], [0.367, -3.406, -0.428], [-1.262, -3.623, -1.032], [0.284, -5.007, -4.085], [-1.327, -4.635, -3.401], [-0.316, 3.679, -3.247], [-1.746, 3.629, -3.842], [-1.539, 3.847, -5.333], [-0.222, 3.366, -5.611], [0.592, 3.648, -4.486], [-0.182, 2.816, -2.596], [-0.225, 4.595, -2.665], [-2.334, 4.431, -3.392], [-2.242, 2.677, -3.667], [-1.736, 4.855, -5.709], [-2.188, 3.171, -5.896], [1.018, 4.652, -4.637], [1.425, 2.954, -4.399], [0.922, -1.620, -4.549], [0.166, -2.152, -5.772], [-0.851, -1.026, -6.063], [-0.799, -0.112, -4.965], [-0.128, -0.742, -3.897], [1.741, -0.979, -4.893], [1.345, -2.385, -3.905], [-0.396, -3.037, -5.470], [0.808, -2.358, -6.624], [-1.865, -1.439, -6.106], [-0.656, -0.486, -6.988], [-0.813, -1.333, -3.272], [0.343, 0.009, -3.262], [6.746, -2.369, 2.672], [5.766, -1.582, 1.806], [4.398, -2.182, 2.200], [4.699, -3.346, 2.971], [6.073, -3.710, 2.828], [6.899, -1.876, 3.634], [7.738, -2.393, 2.213], [5.943, -1.786, 0.747], [5.869, -0.516, 1.990], [3.752, -2.401, 1.343], [3.835, -1.507, 2.852], [6.213, -4.371, 1.963], [6.343, -4.269, 3.722], [-0.635, 1.288, -0.107], [0.755, 0.853, -0.572], [0.669, -0.685, -0.403], [-0.705, -1.007, -0.198], [-1.526, 0.133, -0.486], [-0.906, 2.226, -0.600], [-0.692, 1.459, 0.969], [1.537, 1.331, 0.016], [0.905, 1.146, -1.611], [1.271, -0.991, 0.457], [1.009, -1.199, -1.306], [-2.398, 0.018, 0.163], [-1.888, 0.156, -1.520], [4.024, -5.150, -0.402], [3.262, -4.178, -1.287], [4.377, -3.612, -2.162], [5.273, -4.704, -2.377], [4.986, -5.738, -1.427], [3.356, -5.912, 0.000], [4.561, -4.641, 0.397], [2.827, -3.377, -0.682], [2.516, -4.611, -1.947], [4.920, -2.827, -1.615], [4.025, -3.184, -3.100], [5.907, -6.194, -1.061], [4.514, -6.545, -2.008], [-4.245, -2.012, -1.437], [-3.698, -2.777, -0.235], [-4.898, -3.044, 0.691], [-5.951, -2.198, 0.241], [-5.776, -2.028, -1.143], [-4.127, -2.520, -2.393], [-3.974, -0.966, -1.553], [-2.891, -2.240, 0.268], [-3.252, -3.739, -0.486], [-4.730, -2.807, 1.741], [-5.197, -4.097, 0.629], [-6.271, -1.112, -1.476], [-6.293, -2.810, -1.724]], "mulliken_charge": [-0.43, 0.89, -0.13, -0.50, -0.57, 0.41, -0.25, -0.76, 0.51, -0.08, 0.31, 0.16, 0.46, 0.45, -0.76, -0.56, -0.55, 0.35, 0.38, -0.16, 0.32, 0.19, 0.24, 0.37, -0.08, -0.14, -0.64, -0.76, 0.06, -0.45, 0.70, 0.51, 0.19, 0.30, 0.28, -0.30, 0.45, -0.69, 0.35, -0.95, 1.03, -0.21, -0.39, 0.21, 0.32, 0.24, -0.62, 0.06, -0.15, 0.38, -0.35, 0.36, -0.60, -0.54, 1.46, -0.43, -0.58, 0.38, 0.19, 0.42, 0.29, -0.72, -0.58, 0.28, 0.33, 0.18, -0.47, -0.61, -0.49, 0.63, 0.39, -0.43, 0.18, 0.47, 0.32, 0.34, -0.64, 0.13, -1.08, 0.29, 0.52, 0.46, -0.87, 0.30, 0.31, -0.28, 0.45, -0.83, -0.30, 0.47, 0.39, 1.50, 0.04, -0.62, -0.47, -0.58, -1.29, 0.13, 0.15, -0.15, 0.25, 0.36, 0.36, 0.38, 0.08, -0.51, -0.71, -0.43, 1.37, 0.55, -0.34, 0.07, 0.42, 0.31, 0.31, -0.43, -0.65, -0.78, -0.22, 0.93, -0.41, -0.38, 0.29, 0.40, 0.18, 0.21, -0.69, -0.07, 0.13, 0.36, 1.34, -0.33, 0.63, 0.47, -0.10, -0.26, -0.62, 0.09, 0.30, -0.88, -0.33, 0.01, -0.11, 0.70, 0.94, -0.45, -0.47, -0.71, 0.30, -0.73, -0.40, -0.40, 0.13, 0.29, 0.38, 0.26, 0.64, 1.41, -0.65, -0.46, -0.72, 0.44, -0.81, -1.05, 0.07, 0.32, 0.34, 0.25, 0.34]}


{"formula": "C4H9NO2", "method": "ωB97M-V/def2-TZVPD", "smiles": "CCCNC(=O)O", "multiplicity": 1, "symbols": ["C", "C", "C", "N", "C", "O", "O", "H", "H", "H", "H", "H", "H", "H", "H", "H"], "positions_angstrom": [[1.482, -0.667, 2.384], [-0.035, -0.877, 2.091], [-0.284, -1.024, 0.581], [0.210, 0.144, -0.207], [-0.235, 0.768, -1.329], [-0.434, 1.954, -1.422], [-0.715, -0.101, -2.281], [2.005, -0.189, 1.557], [2.087, -1.547, 2.597], [1.569, 0.063, 3.199], [-0.619, -0.039, 2.456], [-0.279, -1.829, 2.557], [0.320, -1.878, 0.264], [-1.362, -1.008, 0.392], [0.202, 0.894, 0.476], [-1.353, 0.447, -2.738]], "nbo_charge": [-0.63, -0.41, -0.20, -0.65, 0.88, -0.64, -0.70, 0.22, 0.22, 0.21, 0.20, 0.22, 0.20, 0.20, 0.38, 0.49]}


{"formula": "C5H6BrF2N2", "method": "ωB97M-V/def2-TZVPD", "charge": 1, "smiles": "C[C@]1(F)[NH+]=CN=C(F)[C@H]1Br", "multiplicity": 1, "symbols": ["C", "C", "F", "N", "C", "N", "C", "F", "C", "Br", "H", "H", "H", "H", "H", "H"], "positions_angstrom": [[-0.702, 0.217, 0.964], [0.745, 0.410, 0.088], [0.840, 1.757, -0.076], [0.504, -0.002, -1.278], [1.176, -1.038, -1.781], [1.492, -1.959, -0.878], [1.901, -1.608, 0.284], [1.660, -2.432, 1.304], [2.040, -0.195, 0.662], [3.672, 0.718, -0.241], [-0.837, -0.878, 1.100], [-1.417, 0.703, 0.387], [-0.641, 0.694, 1.985], [-0.173, 0.566, -1.827], [1.314, -1.459, -2.837], [1.979, -0.076, 1.785]], "nbo_charge": [-0.61, 0.48, -0.32, -0.52, 0.40, -0.44, 0.74, -0.25, -0.39, 0.12, 0.23, 0.23, 0.26, 0.47, 0.29, 0.31]}


{"formula": "Cl2H4N2P", "method": "ωB97M-V/def2-TZVPD", "charge": 1, "smiles": "NP(=[NH2+])(Cl)Cl", "multiplicity": 1, "symbols": ["N", "P", "N", "Cl", "Cl", "H", "H", "H", "H"], "positions_angstrom": [[-1.040, 0.152, -1.357], [0.405, 0.038, -0.034], [-0.217, -0.155, 1.540], [1.553, -1.517, -0.362], [1.556, 1.675, 0.019], [-1.112, -0.765, -1.836], [-0.611, 0.868, -1.993], [-0.066, -1.046, 2.013], [-0.467, 0.751, 2.011]], "nbo_charge": [-0.95, 1.56, -1.16, -0.09, -0.09, 0.41, 0.40, 0.46, 0.46]}


In kcal/mol, the energy above the lowest of the compared OMol25 structures with the same formula, charge and spin values for the records above are, in order, 0.9, 23.9, 24.5, 18.8.
In eV, the electronic energy values for the records above are, in order, -82222.204, -9879.023, -83730.894, -37372.755.